Molecular formula: C5H10O2
Method: DFT, ωB97M-V/def2-TZVPD

Cartesian coordinates (Å):
O -0.97 -0.56 3.32
C -0.54 -0.67 2.18
C -1.15 -1.02 0.79
C -0.13 -1.19 -0.46
C 0.89 -0.07 -0.58
C 0.34 1.34 -1.09
O 1.50 2.23 -0.96
H 0.50 -0.51 2.02
H -1.80 -0.23 0.48
H -1.64 -2.00 1.03
H -0.83 -1.23 -1.44
H 0.38 -2.20 -0.60
H 1.72 -0.24 -1.31
H 1.27 0.26 0.36
H -0.51 1.71 -0.40
H -0.17 1.32 -2.06
H 1.15 3.05 -1.28

* LUMO level: 0.8282 eV
* electronic energy: -346.92087 a.u.
* HOMO energy: -9.68 eV
* relative energy (zero: lowest compared OMol25 entry of this formula, charge and spin): 65.61 kcal per mole
* Kohn-Sham gap: 10.5 eV
* molecular weight: 102.1 g/mol